C21H25BrEuN6O7 as an isolated structure at a distorted geometry. Source: the Open Molecules 2025 dataset; level of theory: ωB97M-V/def2-TZVPD.

Results
strongest force on any atom: 2.1 eV/A
HOMO-LUMO gap (alpha / beta): 3.02 / 6.78 eV
total energy: -134833.607 eV
relative energy (zero: lowest compared OMol25 entry of this formula, charge and spin): 57.9 kJ/mol
molar mass: 705.33 g/mol

The geometry in ORCA input format:
```
! RIJCOSX wB97M-V def2-TZVPD def2/J DEFGRID3
* xyz -2 8
Eu 0.30 -0.02 -0.42
O -0.58 3.97 1.52
C 0.03 2.92 1.26
O -0.33 2.00 0.46
C 1.31 2.60 2.02
C 1.09 1.29 2.83
C 2.13 1.19 3.95
C 3.42 0.89 3.13
C 2.86 0.79 1.70
O 1.53 0.26 1.93
C 2.54 2.17 1.13
C 2.22 2.10 -0.39
O 2.01 3.17 -0.99
O 2.26 0.94 -0.92
H 1.54 3.44 2.67
H 0.06 1.11 3.12
H 1.89 0.35 4.60
H 2.19 2.10 4.55
H 3.89 -0.04 3.43
H 4.16 1.69 3.21
H 3.40 0.14 1.03
H 3.38 2.87 1.23
N -1.73 1.46 -1.81
C -1.07 2.46 -2.64
C -0.38 1.75 -3.80
N 0.54 0.76 -3.28
C 1.07 -0.16 -4.26
C 1.81 -1.30 -3.56
N 0.94 -1.89 -2.54
H -2.53 1.05 -2.28
H -2.04 1.89 -0.94
H -0.31 2.95 -2.03
H -1.74 3.23 -3.04
H 0.11 2.49 -4.46
H -1.13 1.23 -4.40
H 1.31 1.23 -2.80
H 1.73 0.31 -5.00
H 0.22 -0.59 -4.81
H 2.68 -0.89 -3.05
H 2.16 -2.01 -4.32
H 1.42 -2.58 -1.99
H 0.12 -2.32 -2.95
Br -6.29 -4.28 -0.45
C -5.32 -2.99 0.57
C -5.89 -2.49 1.73
C -5.18 -1.56 2.47
C -3.91 -1.15 2.06
C -3.36 -1.65 0.89
C -4.07 -2.58 0.13
C -1.98 -1.19 0.43
O -1.71 -1.35 -0.79
O -1.24 -0.67 1.29
H -6.88 -2.82 2.04
H -5.61 -1.16 3.38
H -3.33 -0.44 2.63
H -3.63 -2.95 -0.78
N 1.56 -2.00 0.26
C 2.34 -2.70 0.76
N 3.31 -3.46 1.22
C 3.30 -4.37 2.15
N 3.41 -5.21 2.96
*
```

One molecule with the formula C21H25BrN2O3S. Source: the Open Molecules 2025 dataset; level of theory: ωB97M-V/def2-TZVPD.

Results
strongest force on any atom: 1.0 eV/A
HOMO-LUMO gap: 8.65 eV
total energy: -112183.747 eV
molar mass: 465.41 g/mol
structure (SMILES): CCOc1ccc(N(CCCCO)C(=S)NC(=O)c2ccc(C)c(Br)c2)cc1

The geometry in ORCA input format:
```
! RIJCOSX wB97M-V def2-TZVPD def2/J DEFGRID3
* xyz 0 1
C 5.11 -4.01 2.39
C 5.47 -2.56 2.10
O 5.02 -2.14 0.82
C 3.72 -1.83 0.62
C 2.73 -1.81 1.60
C 1.43 -1.45 1.26
C 1.10 -1.12 -0.05
N -0.24 -0.78 -0.39
C -0.99 -1.82 -1.06
C -1.37 -2.96 -0.10
C -2.42 -2.55 0.93
C -3.85 -2.67 0.39
O -4.09 -1.92 -0.77
C -0.74 0.44 -0.13
S -2.31 0.87 -0.45
N 0.14 1.32 0.48
C 0.05 2.69 0.67
O 0.76 3.21 1.50
C -0.84 3.45 -0.24
C -0.72 3.32 -1.62
C -1.51 4.09 -2.45
C -2.44 4.99 -1.95
C -3.31 5.81 -2.85
C -2.52 5.12 -0.56
Br -3.75 6.35 0.20
C -1.73 4.37 0.29
C 2.09 -1.14 -1.03
C 3.38 -1.49 -0.70
H 5.53 -4.31 3.35
H 5.53 -4.66 1.61
H 4.04 -4.16 2.41
H 6.55 -2.44 2.05
H 5.09 -1.90 2.88
H 2.94 -2.06 2.62
H 0.67 -1.44 2.02
H -1.89 -1.39 -1.49
H -0.36 -2.23 -1.86
H -1.75 -3.79 -0.70
H -0.46 -3.30 0.41
H -2.35 -3.19 1.81
H -2.25 -1.52 1.25
H -4.56 -2.38 1.19
H -4.06 -3.70 0.12
H -3.90 -0.99 -0.59
H 0.92 0.90 0.97
H -0.02 2.62 -2.04
H -1.42 3.98 -3.53
H -3.15 6.87 -2.68
H -4.36 5.60 -2.65
H -3.10 5.58 -3.89
H -1.81 4.49 1.36
H 1.84 -0.88 -2.04
H 4.16 -1.51 -1.44
*
```

C21H25ClF12N2O6S2 as an isolated structure at a distorted geometry. Source: the Open Molecules 2025 dataset; level of theory: ωB97M-V/def2-TZVPD.

Results
strongest force on any atom: 3.3 eV/A
HOMO-LUMO gap: 8.12 eV
total energy: -104249.396 eV
molar mass: 729.00 g/mol

The geometry in ORCA input format:
```
! RIJCOSX wB97M-V def2-TZVPD def2/J DEFGRID3
* xyz 0 1
F -2.42 0.77 1.98
C -2.98 0.74 0.77
F -2.17 1.42 -0.10
F -4.15 1.43 0.80
C -3.17 -0.67 0.21
C -4.43 -0.91 -0.50
C -4.76 -2.11 -1.04
Cl -6.30 -2.34 -1.84
C -3.84 -3.22 -0.97
N -4.00 -4.44 -1.45
S -2.61 -5.23 -1.05
N -1.85 -4.06 -0.25
C -2.59 -2.94 -0.25
C -2.22 -1.67 0.36
C -0.93 -1.44 1.15
C 0.27 -2.32 0.72
C 1.61 -1.95 1.41
C 2.11 -0.49 1.18
C 2.12 -0.07 -0.33
F 0.86 0.37 -0.62
F 2.46 -1.19 -1.02
C 3.22 1.03 -0.48
F 3.29 1.83 0.60
F 4.40 0.36 -0.49
S 3.16 2.06 -2.06
F 1.82 2.79 -1.59
F 2.38 0.93 -2.87
F 4.54 1.41 -2.61
F 4.08 3.18 -1.33
F 3.13 2.98 -3.37
H -5.16 -0.10 -0.58
H -1.16 -1.69 2.20
H -0.69 -0.36 1.17
H 0.36 -2.30 -0.39
H 0.04 -3.35 1.03
H 1.42 -2.04 2.50
H 2.37 -2.70 1.18
H 3.17 -0.48 1.48
H 1.61 0.26 1.82
C -4.01 3.65 -1.86
C -5.25 3.04 -1.24
O -6.32 3.99 -1.15
C -6.94 4.28 -2.30
O -6.68 3.82 -3.38
O -7.87 5.20 -2.04
C -8.55 5.68 -3.21
H -3.72 4.55 -1.31
H -3.19 2.94 -1.86
H -4.19 3.96 -2.89
H -5.03 2.73 -0.23
H -5.58 2.15 -1.79
H -8.97 4.86 -3.79
H -7.86 6.27 -3.82
H -9.35 6.33 -2.87
C 8.11 -0.87 1.62
C 6.86 -1.46 1.02
O 6.63 -2.80 1.49
C 6.18 -2.91 2.74
O 5.94 -2.00 3.49
O 6.06 -4.21 3.02
C 5.68 -4.47 4.37
H 8.97 -1.51 1.43
H 8.31 0.12 1.20
H 8.03 -0.76 2.70
H 6.97 -1.53 -0.06
H 5.98 -0.84 1.22
H 4.77 -3.94 4.64
H 6.49 -4.20 5.05
H 5.50 -5.54 4.46
*
```

A 6-piece molecular cluster, C21H25ClF16NO12 overall at a distorted geometry. Source: the Open Molecules 2025 dataset; level of theory: ωB97M-V/def2-TZVPD.

Results
strongest force on any atom: 1.2 eV/A
HOMO-LUMO gap: 5.49 eV
total energy: -104243.797 eV
molar mass: 822.85 g/mol

The geometry in ORCA input format:
```
! RIJCOSX wB97M-V def2-TZVPD def2/J DEFGRID3
* xyz -1 1
O -0.60 3.91 -2.03
N -0.28 3.52 -3.11
O -1.25 2.71 -3.66
C -0.73 1.40 -4.07
F -0.21 0.90 -2.82
Cl 0.80 1.70 -5.08
C -2.77 -4.26 -4.08
C -2.39 -4.19 -5.54
O -2.92 -3.01 -6.16
C -2.21 -1.90 -5.95
O -1.21 -1.84 -5.32
C -2.85 -0.73 -6.69
F -4.17 -0.71 -6.52
F -2.62 -0.83 -8.00
F -2.38 0.42 -6.28
H -3.85 -4.18 -3.96
H -2.43 -5.20 -3.64
H -2.33 -3.43 -3.52
H -2.83 -5.03 -6.08
H -1.31 -4.24 -5.68
C -1.50 0.92 -0.11
C -0.58 1.40 0.98
O -1.19 1.28 2.29
C -1.13 0.09 2.85
O -0.63 -0.88 2.40
C -1.79 0.15 4.23
F -2.95 0.80 4.20
F -1.00 0.78 5.12
F -2.03 -1.06 4.72
H -2.46 1.44 -0.06
H -1.06 1.10 -1.09
H -1.71 -0.15 -0.01
H -0.38 2.47 0.84
H 0.38 0.88 0.96
C 1.58 2.37 -10.99
C 3.07 2.25 -10.82
O 3.42 2.11 -9.43
C 3.30 0.89 -8.94
O 2.94 -0.07 -9.54
C 3.73 0.87 -7.47
F 3.22 1.90 -6.82
F 5.06 0.94 -7.37
F 3.34 -0.23 -6.87
H 1.19 3.19 -10.38
H 1.33 2.56 -12.03
H 1.07 1.46 -10.67
H 3.57 3.16 -11.16
H 3.48 1.42 -11.39
C 1.36 -1.72 6.16
C 1.96 -0.99 4.98
O 3.40 -0.99 5.06
C 4.00 -2.09 4.65
O 3.46 -3.06 4.23
C 5.52 -1.92 4.75
F 5.87 -1.38 5.92
F 5.97 -1.13 3.79
F 6.14 -3.08 4.65
H 1.71 -1.29 7.09
H 0.27 -1.65 6.13
H 1.63 -2.77 6.15
H 1.66 0.05 4.98
H 1.64 -1.42 4.03
C -2.84 1.09 7.54
C -1.45 1.08 8.15
O -1.47 1.65 9.47
C -1.87 0.84 10.44
O -2.19 -0.30 10.30
C -1.81 1.56 11.78
F -2.33 2.78 11.70
F -0.54 1.68 12.18
F -2.47 0.90 12.71
H -3.25 2.10 7.56
H -2.81 0.74 6.52
H -3.52 0.46 8.11
H -0.78 1.71 7.56
H -1.02 0.08 8.17
*
```